Entry 1:
80
Properties=species:S:1:pos:R:3:lowdin_charge:R:1 method="wB97M-V/def2-TZVPD" charge=-1 e_tot_ev=-138600.3144 e_homo_ev="-5.069 / -5.086" spin_multiplicity=4
Cr -0.013 1.543 -0.021 0.7791
N 3.275 2.042 -1.225 0.1452
C 2.242 2.439 -1.994 -0.6702
N 0.996 2.441 -1.618 -0.0205
C 0.170 3.001 -2.563 -0.3116
C 0.793 3.431 -3.688 -0.3235
S 2.493 3.119 -3.584 1.0505
C -1.230 3.015 -2.227 -0.3491
C -2.269 3.570 -2.899 -0.3338
S -3.744 3.263 -2.050 1.0606
C -2.830 2.440 -0.794 -0.6404
N -1.552 2.393 -1.050 -0.0228
N -3.396 2.047 0.350 0.1264
H 3.004 1.546 -0.386 0.0672
H 4.127 1.751 -1.673 0.1059
H 0.384 3.900 -4.557 0.0689
H -2.269 4.101 -3.826 0.0685
H -4.318 1.637 0.314 0.0964
H -2.750 1.491 0.933 0.0624
C 0.103 -4.158 -0.767 -0.0586
C 1.360 -3.540 -1.374 -0.2449
N 2.133 -2.754 -0.440 -0.1245
C 3.097 -3.426 0.404 -0.2186
C 2.528 -3.827 1.761 -0.0722
C 1.922 -1.436 -0.241 -0.6859
S 0.962 -0.567 -1.345 0.8413
N 2.651 -0.907 0.743 0.0996
C 2.440 0.247 1.344 -0.4284
O 1.548 1.102 1.071 -0.1436
C 3.383 0.538 2.457 -0.1069
C 4.158 -0.480 3.013 -0.0165
C 5.015 -0.214 4.063 -0.0895
C 5.113 1.071 4.576 -0.1014
C 4.342 2.086 4.032 -0.0822
C 3.482 1.826 2.980 -0.0044
H -0.445 -4.701 -1.534 0.0739
H -0.548 -3.392 -0.357 0.0451
H 0.349 -4.856 0.027 0.0574
H 1.077 -2.891 -2.205 0.0648
H 2.017 -4.331 -1.758 0.1104
H 3.923 -2.728 0.559 0.1008
H 3.470 -4.298 -0.140 0.1119
H 1.989 -2.983 2.183 0.0685
H 3.327 -4.120 2.439 0.0658
H 1.839 -4.660 1.666 0.0559
H 4.056 -1.477 2.619 0.0924
H 5.605 -1.013 4.495 0.0970
H 5.773 1.271 5.410 0.0946
H 4.409 3.085 4.440 0.0995
H 2.876 2.615 2.561 0.1043
O -1.598 0.538 -3.238 0.0238
C -2.239 -0.174 -2.468 -0.5571
N -2.003 -0.307 -1.169 -0.0948
S -3.061 -1.276 -0.440 0.6510
O -3.942 -0.555 0.459 -0.3234
O -2.482 -2.467 0.123 -0.2922
C -4.044 -1.650 -1.895 -0.1982
C -5.214 -2.354 -2.052 -0.0484
C -5.787 -2.390 -3.317 -0.0911
C -5.188 -1.727 -4.380 -0.0882
C -4.024 -0.992 -4.195 -0.0111
C -3.451 -0.958 -2.932 -0.1196
H -5.668 -2.845 -1.205 0.1146
H -6.704 -2.941 -3.470 0.0958
H -5.646 -1.785 -5.360 0.0958
H -3.563 -0.459 -5.012 0.1129
F -0.384 4.416 0.168 0.0449
C 0.185 3.361 0.860 -0.3901
F 1.519 3.722 0.917 0.0268
C -0.362 3.450 2.265 -0.5839
F -0.023 4.579 2.935 0.1298
F -1.702 3.426 2.244 0.1457
F 0.044 2.444 3.043 0.1559
C -2.135 -0.617 3.033 0.0150
C -1.061 -0.315 1.995 -0.6564
O -0.114 -1.061 1.815 0.0481
O -1.230 0.786 1.354 -0.1870
H -1.694 -1.139 3.878 0.0778
H -2.876 -1.261 2.563 0.0597
H -2.623 0.299 3.355 0.0791

***

Entry 2:
13
Properties=species:S:1:pos:R:3:lowdin_charge:R:1 method="wB97M-V/def2-TZVPD" smiles=Cc1cnc(N)o1 charge=0 e_tot_ev=-9271.3399 e_homo_ev=-8.112
C 0.490 -1.560 -1.694 -0.0749
C 0.129 -0.326 -0.934 -0.1210
C -1.159 -0.141 -0.520 -0.1625
N -1.333 0.404 0.694 0.0810
C -0.122 0.602 1.187 -0.5278
N -0.079 1.251 2.383 0.1635
O 0.906 0.189 0.486 0.0584
H 0.323 -2.492 -1.115 0.0899
H -0.291 -1.339 -2.446 0.0882
H 1.406 -1.652 -2.284 0.0703
H -2.068 -0.376 -1.079 0.1264
H 0.751 1.595 2.826 0.1004
H -0.980 1.606 2.681 0.1079

***

Entry 3:
51
Properties=species:S:1:pos:R:3:lowdin_charge:R:1 method="wB97M-V/def2-TZVPD" charge=0 e_tot_ev=-38356.9032 e_homo_ev="-7.587 / -7.492" spin_multiplicity=2
Ag -1.478 30.044 -2.046 0.8732
C -1.211 27.480 -3.978 -0.4942
O -0.084 27.522 -3.096 -0.1380
O -1.979 28.554 -3.775 -0.2050
C -0.685 27.277 -5.428 -0.5431
F 0.315 28.154 -5.684 0.1194
F -0.223 26.035 -5.651 0.1213
F -1.639 27.514 -6.354 0.1282
C 0.662 26.342 -2.886 -0.2664
C 1.830 26.724 -1.968 -0.0631
H 2.562 27.350 -2.477 0.0680
H 1.421 27.275 -1.124 0.0606
H 2.342 25.813 -1.653 0.0715
H 1.050 25.895 -3.803 0.1100
H 0.051 25.586 -2.378 0.1141
H -1.764 26.558 -3.693 0.1448
C -2.124 31.895 -5.457 -0.0369
C -1.356 32.661 -4.358 -0.5509
C -1.772 34.118 -4.375 -0.0589
O -1.575 32.093 -3.105 -0.1137
H -3.194 32.050 -5.338 0.0793
H -1.902 30.828 -5.415 0.0650
H -1.775 32.270 -6.421 0.0805
H -0.279 32.613 -4.552 0.1158
H -2.856 34.223 -4.335 0.0799
H -1.349 34.624 -5.240 0.0842
H -1.365 34.624 -3.492 0.0760
C -4.627 29.843 -0.661 -0.1330
O -3.824 30.356 -1.723 -0.1620
H -4.145 30.032 0.302 0.0756
H -5.632 30.264 -0.666 0.0828
H -4.756 28.764 -0.760 0.0740
H -4.279 31.154 -2.006 0.0843
C -0.935 31.138 1.339 -0.1118
O -1.295 31.283 -0.047 -0.1860
H -1.303 30.186 1.714 0.0707
H 0.158 31.138 1.378 0.0808
H -1.350 31.944 1.941 0.0841
H -1.450 32.223 -0.187 0.0854
C -2.242 27.134 -0.378 -0.1226
O -1.426 28.308 -0.328 -0.1731
H -3.059 27.195 0.346 0.0756
H -2.682 27.040 -1.370 0.0806
H -1.650 26.238 -0.186 0.0844
H -0.849 28.161 0.429 0.0807
C 1.566 30.387 -3.243 -0.1173
O 0.875 30.188 -2.002 -0.1854
H 2.586 30.007 -3.152 0.0806
H 1.003 29.909 -4.038 0.0714
H 1.671 31.455 -3.464 0.0740
H 1.490 30.474 -1.319 0.0848

***

Entry 4:
13
Properties=species:S:1:pos:R:3:lowdin_charge:R:1 method="wB97M-V/def2-TZVPD" charge=0 e_tot_ev=-10280.8726 e_homo_ev=-9.883
H 1.018 2.317 -0.807 0.0354
N 0.067 2.585 -0.717 0.1387
C -0.430 1.483 -0.437 -0.2076
N 0.486 0.363 -0.306 -0.0802
O 1.380 0.417 -1.378 -0.0003
C 0.124 -0.931 0.000 -0.4102
C -0.774 -1.280 1.139 -0.0073
O 0.889 -1.823 -0.512 0.0072
H -1.530 1.446 -0.277 0.1352
H 1.703 -0.521 -1.336 0.0975
H -0.713 -0.548 2.000 0.1021
H -0.326 -2.146 1.616 0.0824
H -1.895 -1.362 1.016 0.1071